(a)
8
Properties=species:S:1:pos:R:3:mulliken_charge:R:1 method="wB97M-V/def2-TZVPD" orbital_gap_ev=8.5 e_homo_ha=-0.3336 lumo_ev=-0.53
C -0.11289 -0.28268 -0.09884 -0.3570
N -0.39059 -1.33730 0.65022 -0.0726
N -0.36076 -2.50406 0.38550 -0.0773
O 2.52311 -1.08893 -0.89126 -0.4997
S 0.37201 -3.08848 -1.04304 0.0466
S 1.23683 -1.26296 -1.57030 0.3272
H -0.95308 0.07259 -0.86306 0.3129
H 0.44611 0.43691 0.43146 0.3199

(b)
8
Properties=species:S:1:pos:R:3:mulliken_charge:R:1 method="wB97M-V/def2-TZVPD" orbital_gap_ev=9.0 e_homo_ha=-0.3552 lumo_ev=-0.64
C -0.62668 -0.45718 1.71152 0.3637
N 0.87294 0.14103 -1.09663 -0.3989
N 0.41509 -1.04430 1.67162 -0.3322
O -0.53931 1.74634 -2.41015 -0.4548
S -1.83964 0.47984 1.95849 -0.3215
S 0.41695 1.56782 -1.33731 0.5688
H 0.51048 -0.61804 -1.65911 0.2812
H 0.79018 -1.81550 1.16158 0.2937

Of them, the most stable is (b) and the least stable is (a).

(a)
17
Properties=species:S:1:pos:R:3:mulliken_charge:R:1 method="wB97M-V/def2-TZVPD" total_charge=+1 orbital_gap_ev="7.4 / 5.2" multiplicity=2 e_homo_ha="-0.4778 / -0.4778" s_squared=0.7709 lumo_ev="-5.60 / -7.78"
C 3.55266 1.78866 -2.64085 -0.5291
C 2.51920 1.69439 -1.73039 0.6196
O 1.49191 2.53540 -1.83010 -0.3963
C 2.33995 0.59206 -0.82212 -0.1492
C 1.29759 -0.25327 -1.04373 -0.5768
H 3.16453 1.90562 -3.65304 0.3248
H 4.60617 1.76852 -2.40967 0.3422
H 1.72041 3.47383 -1.72177 0.4017
H 3.05047 0.27350 -0.06662 0.3712
H 0.36967 0.04888 -1.51552 0.3084
H 1.31671 -1.22366 -0.56758 0.2836
H -6.58907 -0.90246 1.04062 0.3301
H -5.20452 -0.48684 0.55488 0.3108
O -5.68834 -1.23604 0.90548 -0.6409
H -3.28620 -3.56291 5.53337 0.3222
H -2.27229 -2.79506 4.75260 0.3074
O -2.38885 -3.62062 5.21444 -0.6296

(b)
17
Properties=species:S:1:pos:R:3:mulliken_charge:R:1 method="wB97M-V/def2-TZVPD" total_charge=+1 orbital_gap_ev="7.1 / 3.2" multiplicity=2 e_homo_ha="-0.4856 / -0.4856" s_squared=0.7572 lumo_ev="-6.12 / -9.98"
C -0.80953 1.72183 0.92208 -0.6350
O -2.04276 1.27813 1.39347 -0.4835
C -0.26257 0.74136 -0.15921 -0.4898
C 1.06785 1.20757 -0.72359 -0.3562
C 0.84612 1.93482 -2.10292 0.1165
O 0.55045 1.34944 -3.06967 -0.0287
H -0.82004 2.74401 0.52949 0.3502
H -0.12791 1.65529 1.77982 0.3541
H -2.75302 1.47359 0.76030 0.3255
H -0.19473 -0.23162 0.34347 0.2824
H -1.02498 0.57708 -0.92107 0.4530
H 1.79615 0.43753 -0.93156 0.3399
H 1.51655 1.97770 -0.09819 0.3725
H 1.00472 3.03685 -2.09607 0.3991
H 0.23243 -6.00970 1.00591 0.3052
H 0.93138 -7.05911 1.89020 0.3257
O 0.08989 -6.83477 1.47753 -0.6309

Of them, the most stable is (b) and the least stable is (a).

(a)
10
Properties=species:S:1:pos:R:3:mulliken_charge:R:1 method="wB97M-V/def2-TZVPD" orbital_gap_ev="5.5 / 7.2" multiplicity=3 e_homo_ha="-0.2189 / -0.3340" s_squared=2.0157 lumo_ev="-0.43 / -1.89"
C -1.07922 0.83893 -0.20808 0.6442
C 0.74407 -0.66201 -0.84106 0.0246
C -0.88887 0.61845 1.19198 -1.0704
O -1.71032 1.29129 -1.10070 -0.3501
S 1.11906 -1.64676 0.42310 -0.2611
S 1.53808 -0.79344 -2.38923 -0.1243
H -1.62484 0.91392 1.91238 0.3427
H -0.59985 -0.39549 1.47322 0.2618
H -0.06792 1.25085 1.35054 0.4063
H 2.56981 -1.41574 -1.81214 0.1263

(b)
10
Properties=species:S:1:pos:R:3:mulliken_charge:R:1 method="wB97M-V/def2-TZVPD" orbital_gap_ev="6.2 / 5.7" multiplicity=3 e_homo_ha="-0.2142 / -0.3397" s_squared=2.0160 lumo_ev="0.37 / -3.50"
C -0.74138 -0.26863 1.63224 -0.7934
C -0.81763 -0.05919 0.33492 -0.0159
C 0.36836 -0.22476 -0.48121 -0.1506
O 1.90178 1.23635 -1.82769 -0.4461
S 0.26500 -1.13337 -2.18110 -0.1182
S 0.53541 0.95454 -1.87762 0.3078
H -1.51451 -0.07851 2.35601 0.2787
H 0.23367 -0.59368 2.04572 0.1884
H -1.60278 0.37337 -0.11062 0.4101
H 1.37208 -0.20612 0.10934 0.3392

Of them, the most stable is (a) and the least stable is (b).

(a)
36
Properties=species:S:1:pos:R:3:mulliken_charge:R:1 method="wB97M-V/def2-TZVPD" orbital_gap_ev=10.0 e_homo_ha=-0.3574 smiles=OCCO.OCCO.OCCO.O.O lumo_ev=0.23
O 28.23300 5.72600 -13.06500 -0.6943
H 28.97900 5.30500 -12.63100 0.3293
H 28.38000 6.70300 -13.13700 0.3138
O 30.91500 4.66800 -13.28800 -0.5498
H 30.93700 4.67200 -14.22800 0.3430
H 30.58800 3.75500 -13.07100 0.2859
C 29.55600 6.27500 -16.51300 -0.4098
C 28.32900 5.96000 -17.44800 -0.3352
O 28.10700 6.81900 -18.52200 -0.5088
O 29.84900 5.10100 -15.68400 -0.5729
H 29.40000 7.12200 -15.88400 0.2604
H 30.47000 6.45500 -17.13800 0.3119
H 27.48000 5.98600 -16.74100 0.2338
H 28.46600 4.95800 -17.76700 0.3045
H 27.34200 6.55800 -19.00100 0.3103
H 29.16500 4.96100 -15.00300 0.3319
C 31.45200 4.85400 -9.94900 -0.1809
C 32.79900 5.07600 -10.78100 -0.2480
O 33.06400 6.48900 -10.89300 -0.5404
O 31.21600 3.48100 -9.63100 -0.5722
H 30.65600 5.38400 -10.47900 0.0642
H 31.52800 5.42800 -9.06100 0.4188
H 32.74800 4.49500 -11.68900 0.1103
H 33.59600 4.51100 -10.24400 0.3418
H 32.49500 7.00400 -11.44900 0.3111
H 30.42200 3.18800 -10.06600 0.2959
C 31.32400 1.33800 -12.84600 -0.4383
C 29.78500 1.39800 -12.79200 -0.4260
O 29.46900 2.63900 -12.24400 -0.4238
O 31.66600 -0.03300 -13.24300 -0.5448
H 31.80000 1.54600 -11.92100 0.2824
H 31.78500 2.04700 -13.59000 0.3752
H 29.42500 0.50000 -12.23700 0.3705
H 29.29300 1.19200 -13.78000 0.2622
H 28.61000 2.55100 -11.81800 0.2692
H 32.60100 0.03600 -13.42400 0.3190

(b)
36
Properties=species:S:1:pos:R:3:mulliken_charge:R:1 method="wB97M-V/def2-TZVPD" orbital_gap_ev=10.1 e_homo_ha=-0.3624 smiles=OCCO.OCCO.OCCO.O.O lumo_ev=0.27
O -0.82975 -1.26942 0.33278 -0.8640
H -0.22175 -0.59942 0.68478 0.5292
H -1.27175 -0.89542 -0.43022 0.3052
O -2.35775 0.00458 2.37978 -0.6103
H -2.03675 -0.34742 3.18978 0.2888
H -1.84975 -0.52742 1.74578 0.3595
C 2.69925 -3.71642 -1.09822 -0.4532
C 1.54325 -2.91042 -0.51122 -0.0403
O 0.26425 -3.61742 -0.64922 -0.5698
O 3.88325 -3.14642 -0.63422 -0.5409
H 2.60025 -3.78842 -2.15622 0.2785
H 2.61825 -4.69942 -0.66522 0.3114
H 1.52925 -1.96642 -1.06322 0.1454
H 1.70425 -2.54142 0.51878 0.2566
H -0.43575 -3.01042 -0.33222 0.3821
H 4.01225 -2.23542 -0.89222 0.3091
C 1.52925 0.75958 0.40878 -0.0298
C 2.61225 1.69858 0.79578 -0.3958
O 3.32325 1.77858 -0.39122 -0.5686
O 0.59925 0.63758 1.44978 -0.5169
H 2.15125 -0.12742 0.19178 -0.0701
H 1.11125 1.03158 -0.59422 0.2899
H 3.30925 1.25758 1.49378 0.2581
H 2.42325 2.75258 0.95978 0.3217
H 4.08225 2.40258 -0.36022 0.3139
H 1.03925 0.15958 2.16978 0.3086
C -3.92175 2.62558 -0.88522 -0.4885
C -2.84475 1.64058 -0.43722 -0.3089
O -1.81875 1.54358 -1.43822 -0.5365
O -4.95675 2.86058 0.18778 -0.5356
H -4.41275 2.32558 -1.78522 0.3492
H -3.38975 3.53958 -0.98922 0.2679
H -3.30875 0.68158 -0.15022 0.3696
H -2.37475 2.05858 0.44678 0.2698
H -1.28075 2.32758 -1.33122 0.3200
H -5.72275 3.31258 -0.16122 0.2944

Of them, the most stable is (a) and the least stable is (b).

(a)
11
Properties=species:S:1:pos:R:3:mulliken_charge:R:1 method="wB97M-V/def2-TZVPD" orbital_gap_ev=10.3 e_homo_ha=-0.3493 smiles="C=C(C)C#CCl" lumo_ev=0.84
C 1.38063 0.00537 0.09294 -0.5998
C 2.54493 0.24303 -0.09688 0.5095
C -0.89831 -1.45456 -0.00210 -0.9149
C -0.34113 -0.25849 -0.04787 0.7061
C -1.08823 1.03143 -0.06906 -1.1459
Cl 4.20118 0.37141 -0.07819 -0.1530
H -1.92586 -1.60933 0.02462 0.3193
H -0.26045 -2.31235 0.09437 0.2913
H -2.09195 0.79046 -0.14073 0.3880
H -0.62222 1.59553 -0.76378 0.3611
H -0.89859 1.59749 0.98667 0.2382

(b)
11
Properties=species:S:1:pos:R:3:mulliken_charge:R:1 method="wB97M-V/def2-TZVPD" orbital_gap_ev=10.4 e_homo_ha=-0.3555 smiles=C#CCl.C#CC lumo_ev=0.74
C -2.42537 -1.62436 0.09332 -0.2012
C 1.04532 -0.96476 -0.80461 -0.0978
C 1.35969 0.13748 -0.48026 -0.0940
C -2.19137 -0.50445 0.44227 0.0418
C 1.57230 1.35766 0.21363 -0.9254
Cl -2.14630 0.95120 1.15021 -0.1514
H -2.97969 -2.45670 -0.40255 0.3134
H 0.76246 -1.90315 -1.36370 0.3568
H 0.80254 1.42866 0.97963 0.2117
H 1.55625 2.20000 -0.44788 0.2878
H 2.64416 1.37842 0.61993 0.2583

Of them, the most stable is (a) and the least stable is (b).